No. 1
Below is a single C5H2O3 molecule in a non-equilibrium geometry, with properties calculated with wB97M-V/def2-TZVPD.

Geometry (Å):
1 O 1.530 1.075 0.076
2 O -1.382 -0.114 1.348
3 O -1.412 1.928 -1.201
4 C -0.803 0.557 0.428
5 C 1.109 -1.318 -0.603
6 C -1.517 1.687 0.064
7 C 1.696 -2.497 -0.494
8 C 0.671 0.122 -0.199
9 H -2.205 2.140 0.627
10 H 2.315 -3.580 -0.046

The SMILES is C#CC(=O)C(=O)C=O. Its gap between HOMO and LUMO is 9.0915 eV. As for the total charge: 0. As for the spin multiplicity: 1.

Atom charges from the Löwdin analysis, given in e for atoms 1 to 6: 0.036, 0.097, 0.070, -0.237, -0.028, -0.106



No. 2
Below is C5H2OS as an isolated structure in a non-equilibrium geometry, with properties calculated with wB97M-V/def2-TZVPD.

Geometry (Å):
1 S -2.165 0.587 -0.411
2 O 2.008 0.611 -0.564
3 C 1.757 -0.657 -0.035
4 C 0.810 1.127 -0.255
5 C 1.003 -1.402 0.665
6 C 0.300 -0.013 0.505
7 C -0.891 -0.512 0.191
8 H -1.337 -1.461 0.205
9 H -1.485 1.721 -0.301

Its gap between HOMO and LUMO is 8.0101 eV. As for the total charge: 0. As for the spin multiplicity: 1.

Atom charges from the Löwdin analysis, given in e for atoms 1 to 6: 0.803, 0.038, -0.077, 0.030, 0.081, -0.406



No. 3
Below is a 9-piece molecular cluster, C5H30N3O8 overall in a non-equilibrium geometry, with properties calculated with wB97M-V/def2-TZVPD.

Geometry (Å):
1 O 0.524 1.245 -2.515
2 O -0.434 1.719 -0.122
3 O 3.597 -1.114 -2.009
4 O 2.507 2.960 0.136
5 O 3.528 -0.818 0.745
6 O 1.018 -1.563 -3.090
7 O -0.701 4.255 -1.010
8 O 0.253 -4.158 1.370
9 N -2.198 -1.450 -1.861
10 N -2.778 0.057 -0.245
11 N 1.023 0.914 2.065
12 C -2.933 -1.109 -0.910
13 C -2.052 -1.199 1.760
14 C -0.219 0.376 2.641
15 C -2.916 -0.106 1.187
16 C -0.585 -0.935 1.917
17 H 1.048 -2.015 -4.004
18 H 1.999 2.907 -0.679
19 H -0.076 0.134 3.705
20 H 0.761 1.418 1.214
21 H 3.670 -0.209 -2.362
22 H 2.779 3.884 0.258
23 H -0.114 -1.734 2.398
24 H -0.011 1.628 -1.023
25 H -2.502 -1.452 2.723
26 H 0.645 0.268 -2.825
27 H 1.740 0.218 1.711
28 H -1.888 0.454 -0.389
29 H -2.969 0.845 1.662
30 H -3.950 -0.423 1.256
31 H -0.843 2.569 -0.264
32 H 2.699 -1.402 -2.365
33 H -1.606 4.528 -1.348
34 H 0.027 4.072 -1.745
35 H -0.132 1.459 -3.160
36 H -2.215 -2.096 1.186
37 H -3.717 -1.754 -0.496
38 H 3.485 -1.190 -0.190
39 H 1.121 -4.034 0.862
40 H 1.451 1.581 2.639
41 H 0.152 -1.588 -2.665
42 H 4.149 -0.091 0.705
43 H -1.007 1.120 2.539
44 H -2.516 -2.354 -2.211
45 H -0.039 -0.873 0.960
46 H 0.225 -4.943 1.851

The expectation value of S² is 0.7507. Its gap between HOMO and LUMO (alpha / beta) is 2.6817 / 9.4735 eV. As for the total charge: 0. As for the spin multiplicity: 2.

Atom charges from the Löwdin analysis, given in e for atoms 1 to 6: -0.164, -0.147, -0.112, -0.125, -0.114, -0.117



No. 4
Below is a 11-piece molecular cluster, C5H30O11S2 overall in a non-equilibrium geometry, with properties calculated with wB97M-V/def2-TZVPD.

Geometry (Å):
1 S -2.725 0.491 2.480
2 S -3.079 1.850 1.117
3 O -0.932 0.591 -3.725
4 O -1.663 -2.867 -1.428
5 O 1.819 0.228 -0.466
6 O 1.845 -3.042 -0.013
7 O 3.231 -1.056 1.382
8 O -0.592 -3.562 1.170
9 O 0.775 2.478 -2.732
10 O 2.135 2.207 3.032
11 O 2.590 2.812 0.270
12 O 0.783 -1.176 -2.567
13 O -3.102 -0.673 -1.971
14 C -0.267 -2.617 1.844
15 C -1.632 2.415 0.122
16 C -0.462 2.825 1.022
17 C -0.710 -1.229 1.630
18 C -2.216 -1.104 1.851
19 H -2.439 -1.807 2.711
20 H 2.200 1.923 0.167
21 H 1.645 1.968 2.244
22 H 0.602 -2.752 2.542
23 H 0.041 1.976 1.467
24 H 1.042 -1.687 -3.344
25 H 0.277 3.472 0.563
26 H -0.595 1.429 -3.349
27 H 1.824 -3.993 0.104
28 H 1.511 -2.908 -0.908
29 H 2.749 -0.004 -0.285
30 H 1.456 -0.431 -1.105
31 H -4.051 -0.654 -1.988
32 H -0.925 -2.335 -1.130
33 H -0.809 3.486 1.831
34 H -1.634 0.260 -3.145
35 H 2.720 -1.845 1.142
36 H -0.257 -0.411 2.177
37 H 0.936 3.279 -2.228
38 H 1.268 1.727 -2.380
39 H 0.051 -0.567 -2.911
40 H 3.325 2.821 0.883
41 H -2.682 -1.535 -1.740
42 H 1.919 1.497 3.637
43 H 2.808 -0.665 2.144
44 H -1.571 1.763 -0.736
45 H -2.017 3.234 -0.502
46 H -1.938 -3.355 -0.639
47 H -0.364 -0.889 0.636
48 H -2.887 -1.567 1.121

The SMILES is CCSSCCC=O.O.O.O.O.O.O.O.O.O.O. Its gap between HOMO and LUMO is 8.5391 eV. As for the total charge: 0. As for the spin multiplicity: 1.

Atom charges from the Löwdin analysis, given in e for atoms 1 to 6: 0.488, 0.464, -0.059, -0.038, -0.098, -0.033



No. 5
Below is C5H31N2O11 as an isolated structure in a non-equilibrium geometry, with properties calculated with wB97M-V/def2-TZVPD.

Geometry (Å):
1 O 3.049 0.258 2.677
2 O -0.382 3.191 -3.848
3 O -1.289 -1.612 -1.404
4 O 2.092 -2.575 1.823
5 O -2.873 -0.863 0.418
6 O 1.265 2.996 3.382
7 O -0.912 -2.314 1.168
8 O -0.747 0.662 1.020
9 O -4.141 1.887 0.577
10 O -1.953 2.021 3.091
11 O -2.733 -3.761 -1.329
12 N 0.171 1.573 -1.652
13 N 3.518 -0.623 -0.524
14 C 2.592 -0.579 -1.712
15 C -1.011 -0.465 -2.066
16 C 1.197 -0.776 -1.160
17 C 0.373 0.173 -1.981
18 C 4.198 0.471 -0.296
19 H 2.804 0.381 -2.352
20 H -1.186 3.150 -3.400
21 H 0.298 2.635 -3.325
22 H -1.399 1.545 2.436
23 H -1.716 0.347 -1.688
24 H 4.791 0.532 0.593
25 H -4.369 1.075 0.015
26 H 1.828 2.408 3.023
27 H 1.019 -1.982 -1.145
28 H -2.211 -1.240 -0.571
29 H 0.525 2.561 3.048
30 H 2.232 -0.298 2.817
31 H 3.639 -0.527 2.437
32 H -3.355 1.727 1.069
33 H -2.501 2.583 2.647
34 H -2.672 -3.009 -0.744
35 H -0.099 0.093 1.072
36 H -1.256 -2.799 0.379
37 H -1.135 -0.758 -3.008
38 H -1.625 -1.704 1.166
39 H 4.175 1.389 -0.863
40 H -1.850 -3.431 -1.713
41 H -3.752 -0.774 0.129
42 H -0.666 1.577 -0.959
43 H 0.795 0.200 -3.022
44 H -1.608 0.264 0.801
45 H 2.725 -1.478 -2.383
46 H 2.254 -2.349 0.945
47 H 1.291 -0.525 -0.055
48 H 0.981 1.904 -1.205
49 H 1.123 -2.208 1.781

The expectation value of S² is 0.7522. Its gap between HOMO and LUMO (alpha / beta) is 1.7245 / 7.6362 eV. As for the total charge: -2. As for the spin multiplicity: 2.

Atom charges from the Löwdin analysis, given in e for atoms 1 to 6: -0.144, -0.124, -0.287, -0.095, -0.231, 0.013



No. 6
Below is a 10-piece molecular cluster, C5H31N3O9 overall in a non-equilibrium geometry, with properties calculated with wB97M-V/def2-TZVPD.

Geometry (Å):
1 O 3.065 2.424 1.347
2 O 3.365 -0.069 0.593
3 O -1.190 2.806 1.626
4 O -3.010 0.958 2.269
5 O 0.175 -2.944 1.741
6 O 3.853 -1.987 -1.442
7 O 0.998 1.681 2.705
8 O -0.760 -0.467 1.902
9 O -0.071 -3.729 -0.689
10 N -2.661 -1.990 -0.738
11 N -3.309 0.679 -0.966
12 N 0.680 0.579 -0.402
13 C -1.171 1.400 -1.801
14 C -1.696 -1.028 -1.204
15 C -1.961 0.248 -1.314
16 C 0.859 0.267 -2.978
17 C 0.405 1.173 -1.838
18 H -0.820 -0.292 1.014
19 H 0.429 0.560 -3.996
20 H 2.296 2.015 1.642
21 H 4.373 -1.341 -1.069
22 H -0.269 -2.271 2.152
23 H -0.064 0.059 2.139
24 H -2.148 -2.805 -0.486
25 H -2.453 0.257 2.003
26 H -3.976 0.134 -0.659
27 H 3.762 0.863 0.686
28 H 0.672 -3.866 -1.218
29 H 1.582 0.931 0.052
30 H 0.799 1.602 3.576
31 H 0.362 -3.418 0.061
32 H -1.370 2.275 -1.122
33 H 3.060 3.261 1.318
34 H -3.370 1.503 -0.405
35 H 0.353 2.215 2.224
36 H 0.770 -0.386 -0.524
37 H 4.026 -0.671 0.863
38 H 1.885 0.178 -3.303
39 H -2.000 2.398 1.835
40 H 0.801 2.112 -1.857
41 H 0.452 -0.704 -2.957
42 H -0.707 2.153 1.112
43 H -0.734 -1.418 -1.529
44 H 3.031 -2.011 -1.069
45 H -1.570 1.676 -2.838
46 H -3.508 -2.120 -1.269
47 H -3.856 0.552 2.477
48 H 0.616 -3.440 2.336

The SMILES is C[C@H](N)C/C(N)=C/N.O.O.O.O.O.O.O.O.O. Its gap between HOMO and LUMO is 7.8251 eV. As for the total charge: 0. As for the spin multiplicity: 1.

Atom charges from the Löwdin analysis, given in e for atoms 1 to 6: 0.052, -0.078, -0.024, -0.037, 0.039, 0.016



Number 1: energy -11352.372 eV. Number 2: energy -18089.815 eV. Number 3: energy -26518.953 eV. Number 4: energy -49864.747 eV. Number 5: energy -31185.565 eV. Number 6: energy -28583.310 eV.